DFT (the ωB97M-V functional and the def2-TZVPD basis) results for an isolated molecule of C4H7N3.

Geometry as XYZ:
```
14
Properties=species:S:1:pos:R:3:forces:R:3
N -0.281 -1.351 -0.436 -0.02 0.00 -0.09
N 0.655 1.901 0.310 0.28 -0.03 0.02
N -0.529 -0.027 -0.067 0.21 0.22 0.19
C 1.653 -0.453 0.256 0.02 -0.02 0.04
C 1.022 -1.601 -0.066 0.05 0.11 -0.15
C -1.741 0.745 -0.201 -0.12 -0.06 -0.07
C 0.661 0.619 0.190 -0.13 -0.05 0.09
H -2.592 0.121 -0.477 0.16 -0.06 0.00
H -1.929 1.225 0.767 -0.07 -0.12 -0.21
H 1.593 2.249 0.476 0.01 -0.04 0.08
H 2.694 -0.335 0.517 -0.13 -0.01 -0.05
H -1.003 -2.033 -0.272 -0.12 0.11 0.31
H -1.605 1.557 -0.924 -0.02 -0.22 -0.02
H 1.403 -2.616 -0.075 -0.12 0.19 -0.14
```
Positions in Å, forces in eV/Å.

SMILES: [H]/N=c1\cc[nH]n1C
Charge: 0
ΔE to the lowest compared entry with this formula, charge and spin: 140.29 kJ/mol
DFT total energy: -320.82987 Ha
Molecular weight: 97.1 g/mol